# C3H3ClNO2

2 unconnected molecules or ions with the total composition C3H3ClNO2 at a distorted geometry (ωB97M-V/def2-TZVPD, the OMol25 dataset).

```
10
Properties=species:S:1:pos:R:3:forces:R:3
Cl 1.4060 0.5771 -2.1383 1.301 0.699 -0.982
O -1.5209 1.4443 1.0001 -0.860 0.098 -0.323
O 0.7399 1.7300 1.3325 0.448 0.014 -0.156
N -0.7106 -1.4126 0.4952 0.578 -0.205 1.387
C 0.0827 -0.1412 -1.3437 -1.439 -0.989 1.801
C -0.3766 1.5324 1.0817 0.301 0.095 0.478
C 0.3247 -0.8787 -0.1311 -1.682 0.292 -2.869
H -0.3755 -1.7893 1.3939 -0.175 -0.153 -0.481
H -0.9391 0.0635 -1.8186 1.723 -0.443 1.071
H 1.3694 -1.1256 0.1283 -0.194 0.592 0.073
```
Positions in Å, forces in eV/Å.

Summary:
ΔE to the lowest compared entry with this formula, charge and spin   23.3 kcal per mole
HOMO-LUMO gap   5.442 eV
Spin multiplicity   1
Net charge   -1
LUMO level   3.72 eV
Calculated total energy   -21267.3115 eV

Atom-resolved charges from Löwdin, all expressed in e: 0.4119, 0.1726, 0.1577, -0.0856, -0.7551, -0.4956, -0.5148, -0.0251, 0.0521, 0.0819